No. 1
This record from the OMol25 dataset describes C18H16ClF3NO8P2Pb as an isolated structure. The level of theory is ωB97M-V/def2-TZVPD.

XYZ file:
```
50
Properties=species:S:1:pos:R:3:forces:R:3:lowdin_charge:R:1
Pb 0.778 -0.585 0.488 -0.568 -0.405 0.130 1.657
N 1.580 -2.166 -3.970 -0.125 -0.036 0.334 0.190
C 1.529 -2.885 -2.624 -0.107 0.262 0.344 -0.477
C 1.898 -4.356 -2.742 0.038 0.033 -0.050 -0.061
P -0.213 -2.506 -2.018 -0.414 -0.136 -0.602 0.373
O -1.022 -3.854 -2.243 0.155 0.081 0.330 -0.083
O -0.647 -1.438 -2.947 -0.013 -0.046 0.101 -0.259
O -0.237 -2.255 -0.501 0.540 0.263 0.519 -0.392
P 2.666 -2.012 -1.476 0.648 -0.377 -0.233 0.299
O 3.935 -1.893 -2.449 -0.002 0.102 0.241 -0.109
O 2.910 -2.743 -0.222 -0.313 0.224 0.059 -0.260
O 2.067 -0.589 -1.329 -0.282 0.054 1.056 -0.385
H 1.498 -2.821 -4.746 0.030 -0.048 -0.025 0.171
H 2.434 -1.619 -4.076 0.067 -0.055 -0.122 0.146
H 0.720 -1.549 -3.941 0.036 0.027 -0.059 0.118
H 1.150 -4.913 -3.306 -0.006 0.033 -0.022 0.090
H 1.971 -4.787 -1.743 -0.039 0.003 -0.012 0.098
H 2.874 -4.472 -3.217 -0.003 -0.002 0.014 0.096
H -1.086 -4.398 -1.445 -0.111 -0.011 -0.098 0.109
H 4.774 -1.948 -1.965 -0.035 0.035 -0.158 0.114
Cl 0.054 -0.742 9.198 -0.078 -0.016 0.168 0.717
C 0.273 -1.023 7.515 0.152 -0.107 -0.203 -0.660
C -0.468 -0.291 6.599 0.005 0.135 0.005 -0.084
C -0.259 -0.487 5.245 0.104 -0.342 0.161 -0.013
C 0.647 -1.464 4.844 0.228 -0.021 -0.852 -0.133
C 1.432 -2.167 5.753 -0.529 -0.050 0.052 -0.003
C 1.215 -1.963 7.101 0.078 0.087 0.141 -0.079
C 0.808 -1.830 3.358 0.040 -0.141 2.292 -0.562
O 0.867 -2.960 2.982 0.023 0.446 -1.135 0.152
O 0.923 -0.662 2.741 0.038 0.219 -2.913 -0.114
H -1.196 0.431 6.943 0.044 0.007 0.041 0.113
H -0.814 0.087 4.517 -0.033 -0.034 -0.004 0.121
H 2.147 -2.904 5.414 -0.037 -0.004 -0.028 0.130
H 1.765 -2.538 7.833 0.021 0.099 0.048 0.114
F -4.352 6.989 -2.325 0.039 -0.015 -0.036 0.152
C -3.359 6.543 -3.114 -0.038 0.049 -0.053 -0.587
F -2.492 7.551 -3.282 -0.037 -0.041 -0.006 0.146
F -3.902 6.269 -4.313 0.028 0.008 0.050 0.151
C -2.706 5.323 -2.519 0.000 0.078 -0.016 -0.104
C -3.495 4.203 -2.292 -0.028 -0.035 0.064 0.009
C -2.937 3.077 -1.716 -0.039 -0.064 -0.072 0.000
C -1.584 3.077 -1.381 0.128 -0.186 -0.037 -0.233
C -0.798 4.205 -1.609 0.003 0.018 -0.073 -0.003
C -1.362 5.331 -2.189 0.030 -0.057 0.094 0.013
C -0.965 1.915 -0.803 -0.107 0.359 0.210 -0.070
C -0.426 1.001 -0.229 0.459 -0.408 0.364 -0.117
H -4.542 4.219 -2.562 0.007 -0.015 0.026 0.133
H -3.539 2.199 -1.529 0.009 0.007 -0.024 0.126
H 0.248 4.191 -1.334 -0.006 0.023 -0.034 0.124
H -0.762 6.210 -2.375 -0.001 0.000 0.020 0.126
```
Positions in Å, forces in eV/Å.

**LUMO energy**: -6.49 eV
**M**: 735.92 g/mol
**Energy**: -2987.44584 hartree
**E_HOMO**: -11.492 eV
**Energy relative to the best compared isomer or geometry (same formula, charge and spin)**: 42.0 kJ/mol
**Total charge**: +1

---

No. 2
This record from the OMol25 dataset describes C35H66Cl2GeN8O7PSeTi as an isolated structure. The level of theory is ωB97M-V/def2-TZVPD.

XYZ file:
```
122
Properties=species:S:1:pos:R:3:forces:R:3:lowdin_charge:R:1
Ti -0.300 0.254 -0.213 1.836 0.537 -1.157 1.016
O -1.602 -0.186 1.102 -0.257 0.277 0.456 -0.330
C -2.886 -0.238 0.866 -0.618 -0.019 0.060 -0.157
C -3.553 0.748 0.125 0.532 0.292 -0.143 -0.136
C -4.957 0.833 0.056 -0.231 -0.057 0.016 0.061
C -5.553 1.928 -0.520 0.775 0.046 -0.021 -0.157
C -4.792 2.997 -1.006 -0.272 0.014 -0.032 0.003
C -3.415 2.897 -1.015 0.291 -0.208 -0.076 0.012
C -2.771 1.754 -0.542 -1.056 -0.012 0.090 -0.294
O -1.461 1.570 -0.698 -0.983 0.979 -0.393 -0.212
N -6.999 1.984 -0.638 -0.598 -0.004 0.042 -0.356
O -7.496 2.993 -1.109 0.118 -0.097 0.056 0.069
O -7.643 1.018 -0.268 0.125 0.082 -0.011 0.070
H -3.446 -1.042 1.342 0.074 -0.008 -0.045 0.140
H -5.565 0.042 0.474 -0.030 0.006 -0.005 0.130
H -5.290 3.872 -1.394 -0.015 0.005 -0.026 0.115
H -2.822 3.702 -1.422 0.011 0.020 -0.071 0.095
O -1.594 2.265 2.565 -0.012 0.391 0.070 -0.075
H -1.448 2.051 1.631 -0.191 -0.041 0.364 0.005
H -2.302 1.686 2.862 -0.017 -0.118 -0.197 0.056
N 3.150 -1.541 -1.013 0.198 0.076 0.002 0.059
H 2.604 -0.825 -0.539 0.073 -0.060 -0.024 -0.024
H 4.108 -1.215 -1.062 -0.024 -0.003 -0.002 0.010
H 3.147 -2.352 -0.405 -0.076 -0.033 0.019 -0.014
Cl 1.542 -4.151 1.031 0.121 -0.100 -0.040 0.642
C -0.136 -3.600 1.129 0.081 0.428 0.053 -0.961
Cl -0.618 -3.313 2.807 -0.085 -0.096 0.037 0.654
C -0.356 -2.299 0.330 -0.353 -1.302 -0.266 -0.739
O -1.383 -2.245 -0.339 0.219 -0.115 0.300 0.022
O 0.540 -1.385 0.369 0.397 -1.153 0.419 -0.214
H -0.769 -4.385 0.733 -0.001 0.074 -0.052 0.069
C 0.693 0.314 -3.125 -0.009 0.097 -0.291 -0.148
C 0.583 0.014 -4.643 -0.109 -0.091 0.036 -0.149
N -0.267 -1.144 -4.880 -0.035 -0.054 -0.255 -0.162
C -1.608 -0.856 -4.391 0.108 -0.016 0.066 -0.137
C -1.571 -0.520 -2.877 -0.213 -0.005 -0.363 -0.121
N -0.178 -0.614 -2.359 -0.183 0.245 0.138 -0.175
C 0.325 -1.991 -2.632 0.080 -0.260 -0.122 -0.127
C 0.267 -2.288 -4.152 0.042 0.167 0.027 -0.135
H 0.392 1.333 -2.893 0.021 -0.018 0.010 0.072
H 1.714 0.177 -2.770 -0.037 -0.001 0.089 0.111
H 1.565 -0.187 -5.074 0.014 0.048 0.014 0.123
H 0.140 0.851 -5.187 0.050 0.050 0.033 0.106
H -2.236 -1.726 -4.588 -0.023 0.021 0.030 0.120
H -2.009 -0.017 -4.964 -0.020 -0.014 0.012 0.118
H -2.187 -1.216 -2.310 0.049 0.074 0.117 0.119
H -1.942 0.490 -2.711 0.059 -0.031 0.041 0.104
H -0.297 -2.706 -2.109 -0.033 0.088 0.036 0.106
H 1.342 -2.054 -2.255 0.002 0.046 0.045 0.084
H -0.376 -3.146 -4.355 0.042 -0.018 0.006 0.119
H 1.260 -2.510 -4.548 0.001 -0.017 0.038 0.120
C 4.406 -0.894 5.474 0.019 0.068 -0.250 -0.220
Ge 3.889 -0.395 3.634 -0.037 -0.107 0.074 0.799
C 4.063 1.554 3.405 -0.041 -0.257 0.040 -0.219
C 5.047 -1.318 2.320 -0.073 0.140 0.195 -0.208
C 2.058 -1.090 3.341 0.089 0.211 -0.158 -0.587
Se 0.574 0.116 2.949 0.547 0.047 1.250 0.957
C 0.701 1.113 4.636 0.009 -0.128 -0.324 -0.353
H 5.421 -0.572 5.707 0.018 0.015 -0.020 0.014
H 4.356 -1.976 5.600 -0.015 -0.016 -0.012 0.017
H 3.729 -0.435 6.194 -0.033 0.017 -0.016 0.014
H 5.094 1.807 3.162 0.022 -0.010 -0.011 0.017
H 3.793 2.082 4.319 -0.013 0.002 0.000 0.018
H 3.410 1.895 2.600 -0.010 -0.011 -0.031 -0.002
H 6.095 -1.296 2.621 0.007 0.036 0.024 0.018
H 4.961 -0.842 1.343 -0.047 -0.003 -0.010 -0.018
H 4.743 -2.360 2.218 -0.022 -0.011 0.020 0.016
H 1.768 -1.714 4.187 0.001 -0.047 -0.014 0.012
H 2.097 -1.725 2.458 0.032 -0.144 -0.005 -0.043
H 1.688 1.559 4.737 -0.036 0.043 0.016 -0.008
H 0.513 0.432 5.464 -0.010 0.009 0.009 0.024
H -0.062 1.886 4.603 0.001 0.037 0.008 0.010
N 1.196 1.354 -0.236 -0.620 -0.193 0.174 -0.239
P 1.687 2.789 -0.608 0.810 1.388 -0.619 0.676
N 1.143 3.487 -2.061 0.050 0.038 0.573 -0.193
C 1.988 3.906 -3.168 0.056 -0.266 -0.262 -0.210
C 1.312 3.668 -4.516 -0.062 0.215 0.142 -0.168
C -0.065 4.327 -4.558 -0.023 -0.250 0.025 -0.188
C -0.911 3.850 -3.380 0.156 0.130 0.064 -0.177
C -0.167 4.129 -2.075 -0.205 -0.171 -0.094 -0.224
N 3.346 2.783 -0.870 -0.197 -0.523 0.273 -0.199
C 4.149 1.594 -0.553 0.023 -0.051 0.032 -0.214
C 5.464 1.980 0.114 -0.002 0.096 -0.223 -0.185
C 6.313 2.826 -0.844 -0.086 0.006 0.050 -0.181
C 5.423 3.814 -1.625 -0.023 0.029 0.119 -0.163
C 4.101 4.029 -0.896 0.024 0.078 -0.070 -0.226
N 1.364 3.992 0.517 -0.353 -0.655 -0.140 -0.182
C 0.995 3.653 1.887 0.306 -0.045 0.140 -0.216
C 1.890 4.391 2.879 -0.191 0.140 -0.057 -0.178
C 1.742 5.896 2.672 0.232 -0.098 -0.084 -0.196
C 2.123 6.234 1.232 -0.222 -0.046 0.050 -0.178
C 1.279 5.419 0.250 0.255 0.166 -0.087 -0.216
H 2.918 3.342 -3.122 0.028 0.130 -0.007 0.104
H 2.217 4.983 -3.095 0.018 -0.026 0.064 0.120
H 1.213 2.597 -4.687 0.057 -0.018 -0.047 0.082
H 1.950 4.082 -5.300 0.025 -0.086 -0.032 0.117
H -0.565 4.099 -5.501 0.006 0.087 -0.022 0.111
H 0.053 5.413 -4.494 -0.028 0.021 -0.053 0.115
H -1.120 2.780 -3.465 -0.053 0.003 -0.005 0.101
H -1.865 4.381 -3.371 -0.044 -0.060 0.013 0.111
H -0.715 3.752 -1.215 -0.122 0.138 -0.011 0.088
H -0.075 5.222 -1.982 0.068 -0.059 0.045 0.116
H 4.381 1.046 -1.478 -0.088 -0.079 0.068 0.116
H 3.557 0.950 0.098 0.097 -0.045 -0.070 0.071
H 6.002 1.078 0.409 -0.012 0.013 0.042 0.107
H 5.258 2.548 1.022 -0.028 -0.064 0.048 0.090
H 6.840 2.173 -1.541 0.050 0.017 0.008 0.107
H 7.068 3.372 -0.274 0.047 -0.030 -0.033 0.107
H 5.213 3.427 -2.625 -0.012 0.026 -0.008 0.107
H 5.925 4.775 -1.745 0.012 -0.011 -0.056 0.112
H 3.512 4.795 -1.399 0.051 0.032 0.049 0.090
H 4.307 4.393 0.119 -0.081 0.033 -0.005 0.110
H 1.081 2.575 2.002 -0.074 0.002 0.091 0.032
H -0.045 3.940 2.078 0.002 -0.045 -0.050 0.115
H 2.932 4.106 2.709 0.005 -0.048 0.070 0.099
H 1.617 4.108 3.898 0.021 -0.033 0.006 0.111
H 2.373 6.448 3.371 -0.056 0.039 0.018 0.109
H 0.702 6.186 2.852 0.003 0.040 0.046 0.116
H 3.182 6.013 1.074 0.013 0.027 -0.010 0.097
H 1.968 7.296 1.026 0.025 0.008 -0.015 0.113
H 1.616 5.622 -0.767 -0.111 0.012 0.010 0.093
H 0.234 5.747 0.343 0.015 -0.017 -0.075 0.127
```
Positions in Å, forces in eV/Å.

**Spin multiplicity**: 2
**LUMO energy (spin up / spin down)**: -0.32 / -0.38 eV
**M**: 1012.28 g/mol
**Energy**: -8927.61773 hartree
**E_HOMO (spin up / spin down)**: -6.228 / -7.573 eV
**Energy relative to the best compared isomer or geometry (same formula, charge and spin)**: 163.7 kJ/mol

---

Which value of energy does entry 2 give? -8927.61773 hartree

---

Among the records above, which one has the highest energy relative to the best compared isomer or geometry (same formula, charge and spin)? C35H66Cl2GeN8O7PSeTi